[1]
The following is a DFT calculation (wB97M-V/def2-TZVPD) of an isolated molecule of C4H9N at a distorted geometry.

Element x y z (Å)
H 0.98043 -1.52533 0.20931
H -1.19894 0.53352 -1.96591
H 0.69825 1.66702 1.90655
H 0.63988 1.25772 -0.63422
C 0.51961 0.46582 0.07975
H 2.23201 0.88032 1.42558
N 0.69354 -0.85116 -0.49041
C -1.61592 -0.08671 -1.13563
H -2.50583 0.40831 -0.67018
H -1.07809 -0.89262 0.76260
C -0.63385 -0.41171 -0.07462
H 0.95244 -0.00072 2.17747
C 1.12290 0.81673 1.44671
H -1.93133 -1.07490 -1.67562

## Properties
HOMO energy: -0.342 hartree
largest force on an atom: 0.05064 hartree/bohr
SMILES string: C[C@H]1N[C@@H]1C
E_LUMO: 1.2 eV
energy relative to the best compared isomer or geometry (same formula, charge and spin): 23.0 kcal per mole


[2]
The following is a DFT calculation (wB97M-V/def2-TZVPD) of an isolated molecule of C6H10O2 at a distorted geometry.

Element x y z (Å)
H 1.06899 1.73437 0.80008
H 1.99681 -0.93954 0.60654
H 0.44066 -0.63543 2.02399
H -0.55775 1.09026 2.48809
O -0.14674 0.97937 -0.93944
C 0.04198 1.69539 0.32351
H 0.26253 0.14229 -3.07540
C -0.10440 -1.16539 1.15791
H 1.07743 -2.10830 -0.38398
C 0.91248 -1.20012 0.14189
H 0.94841 -1.75074 -2.54280
H -1.73631 1.31139 0.92688
C 0.60218 -0.26988 -0.97395
H -0.51925 -2.22738 1.52944
C -0.84246 0.89116 1.37641
H 0.00228 2.74841 0.12764
C 0.64248 -0.69722 -2.26245
O -1.16542 -0.34049 0.80439

## Properties
HOMO energy: -0.317 hartree
largest force on an atom: 0.10415 hartree/bohr
SMILES string: C=C1CCOCCO1
E_LUMO: 1.0 eV
energy relative to the best compared isomer or geometry (same formula, charge and spin): 117.8 kcal per mole


[3]
The following is a DFT calculation (wB97M-V/def2-TZVPD) of a structure of composition C3H4NP at a distorted geometry.

Element x y z (Å)
H -0.21858 -1.65708 0.99875
H -1.89049 -1.15408 0.53456
C 1.25224 1.35633 -0.19147
C 2.08036 0.44939 -0.31378
N -2.05128 0.99022 -0.01927
H 2.68972 -0.42062 -0.45472
C -1.51229 -0.01632 -0.00091
H 0.49009 2.07484 -0.26869
P -0.83977 -1.62269 -0.28446

## Properties
HOMO energy: -0.371 hartree
largest force on an atom: 0.08607 hartree/bohr
E_LUMO: 0.6 eV
energy relative to the best compared isomer or geometry (same formula, charge and spin): 94.3 kcal per mole


[4]
The following is a DFT calculation (wB97M-V/def2-TZVPD) of a cluster of 2 separate species, CH9N2O in total at a distorted geometry.

Element x y z (Å)
H -0.53650 -0.30758 1.35725
O 1.20740 -1.86880 1.41918
H -0.84205 -1.19719 -0.02179
N -0.25561 -0.46837 0.39253
H 1.83876 -0.10961 0.45380
N -1.26436 1.79384 -0.98809
H 2.09254 -2.23383 1.55015
C 1.14983 -0.96061 0.39661
H -0.85217 2.72507 -1.03400
H -1.25513 1.56120 -1.98146
H -0.41052 0.39384 -0.20400
H 1.34565 -1.38083 -0.59846
H -2.21785 2.05287 -0.74172

## Properties
total charge: +1
HOMO energy: -0.575 hartree
largest force on an atom: 0.02806 hartree/bohr
E_LUMO: -3.3 eV
energy relative to the best compared isomer or geometry (same formula, charge and spin): 6.1 kcal per mole


Q: E_LUMO of number 3 (C3H4NP)?
A: 0.6 eV


Q: Which value of E_LUMO does entry 2 give?
A: 1.0 eV